Below is a cluster of 10 separate species, C40H110N10O10 in total in a non-equilibrium geometry, with properties calculated with ωB97M-V with the def2-TZVPD basis set.

The calculation puts the energy above the lowest of the compared OMol25 structures with the same formula, charge and spin at 31.3 kcal/mol. Its HOMO energy is -0.308 Eh. As for the SMILES: COC[C@H](C)N.COC[C@H](C)N.COC[C@H](C)N.COC[C@H](C)N.COC[C@H](C)N.COC[C@H](C)N.COC[C@H](C)N.COC[C@H](C)N.COC[C@H](C)N.COC[C@H](C)N. For the molecular weight, the calculation gives 891.380 u. The calculation puts the total energy at -2889.7613 hartree. The value obtained for the frontier orbital gap is 8.68 eV.

The geometry in ORCA input format:
```
! RIJCOSX wB97M-V def2-TZVPD def2/J DEFGRID3
* xyz 0 1
C 19.837 5.590 37.513
O 20.285 4.597 38.401
C 21.067 3.601 37.786
C 20.871 2.254 38.501
C 19.423 1.832 38.689
N 21.567 2.184 39.794
H 20.661 6.049 36.947
H 19.370 6.402 38.069
H 19.171 5.159 36.758
H 20.771 3.466 36.736
H 22.125 3.894 37.809
H 21.371 1.543 37.830
H 19.014 2.380 39.539
H 19.357 0.760 38.860
H 18.829 2.084 37.807
H 22.568 2.260 39.639
H 21.291 3.043 40.272
C 25.779 15.230 33.745
O 24.601 14.667 34.258
C 23.440 15.333 33.780
C 22.205 14.684 34.362
C 22.006 13.264 33.832
N 21.033 15.519 34.073
H 25.914 15.005 32.680
H 26.611 14.718 34.232
H 25.860 16.301 33.948
H 23.523 16.378 34.098
H 23.420 15.313 32.683
H 22.296 14.565 35.445
H 22.233 13.212 32.761
H 20.993 12.899 34.011
H 22.701 12.546 34.277
H 20.227 15.099 34.520
H 20.836 15.488 33.077
C 18.793 10.341 32.187
O 18.197 10.144 30.937
C 18.403 11.144 29.975
C 17.857 12.509 30.409
C 16.372 12.377 30.761
N 18.030 13.518 29.358
H 18.734 9.440 32.793
H 18.336 11.141 32.779
H 19.855 10.597 32.079
H 19.493 11.238 29.822
H 18.040 10.844 28.993
H 18.351 12.750 31.360
H 16.224 11.658 31.565
H 15.775 12.051 29.906
H 15.965 13.358 31.022
H 17.895 14.432 29.785
H 19.036 13.516 29.172
C 21.461 4.489 33.594
O 21.214 5.767 34.163
C 22.322 6.559 34.489
C 21.902 8.020 34.584
C 21.352 8.603 33.293
N 23.008 8.811 35.094
H 21.868 4.671 32.595
H 20.492 3.996 33.570
H 22.167 3.882 34.171
H 22.660 6.240 35.484
H 23.212 6.540 33.842
H 21.124 8.044 35.359
H 22.160 8.628 32.551
H 20.995 9.625 33.421
H 20.575 8.002 32.819
H 23.277 8.464 36.018
H 23.809 8.785 34.470
C 22.774 7.993 38.388
O 23.790 8.836 37.829
C 23.957 10.022 38.583
C 24.561 11.122 37.691
C 24.885 12.369 38.508
N 23.619 11.556 36.643
H 22.754 7.039 37.862
H 21.816 8.500 38.290
H 23.076 7.739 39.405
H 23.004 10.369 39.002
H 24.660 9.856 39.412
H 25.423 10.648 37.221
H 25.422 13.086 37.893
H 25.500 12.090 39.372
H 24.009 12.852 38.944
H 22.703 11.798 37.015
H 23.400 10.716 36.102
C 16.643 13.143 38.534
O 15.784 12.207 39.142
C 14.614 12.038 38.379
C 13.556 11.294 39.187
C 14.110 9.937 39.620
N 12.353 11.031 38.320
H 17.621 13.138 39.016
H 16.196 14.142 38.556
H 16.889 12.961 37.478
H 14.167 12.970 38.004
H 14.814 11.469 37.465
H 13.207 11.797 40.093
H 13.384 9.230 40.019
H 14.836 10.146 40.416
H 14.708 9.415 38.873
H 11.611 10.878 39.005
H 12.071 11.977 38.032
C 20.579 10.567 36.408
O 19.186 10.387 36.360
C 18.820 9.085 35.959
C 17.290 8.896 35.947
C 16.519 10.088 35.404
N 16.779 8.469 37.265
H 21.021 10.520 35.405
H 21.146 9.840 37.008
H 20.747 11.548 36.857
H 19.164 8.912 34.932
H 19.267 8.313 36.594
H 17.062 8.069 35.266
H 16.658 10.998 35.988
H 15.445 9.920 35.303
H 16.806 10.317 34.371
H 15.767 8.475 37.329
H 17.099 9.078 38.041
C 12.770 9.138 33.592
O 12.470 10.330 32.916
C 11.587 11.135 33.663
C 11.547 12.565 33.166
C 12.938 13.187 33.227
N 10.642 13.359 34.015
H 13.466 8.548 32.999
H 11.893 8.514 33.791
H 13.272 9.335 34.547
H 10.600 10.642 33.669
H 11.798 11.109 34.743
H 11.174 12.613 32.138
H 13.342 13.320 34.232
H 12.944 14.213 32.840
H 13.632 12.623 32.604
H 10.689 14.330 33.734
H 9.688 13.048 33.865
C 20.495 12.135 43.061
O 19.828 11.000 42.505
C 19.433 11.202 41.162
C 18.626 9.980 40.712
C 19.532 8.748 40.605
N 18.006 10.175 39.391
H 19.765 12.770 43.568
H 21.067 12.722 42.342
H 21.171 11.682 43.788
H 18.782 12.086 41.123
H 20.296 11.311 40.492
H 17.798 9.773 41.394
H 18.901 7.937 40.231
H 19.841 8.418 41.597
H 20.359 8.935 39.922
H 18.716 10.518 38.744
H 17.424 11.020 39.464
C 16.152 1.900 40.826
O 16.300 3.288 40.682
C 16.122 3.739 39.367
C 16.427 5.215 39.155
C 15.625 6.037 40.183
N 16.151 5.609 37.797
H 16.908 1.332 40.277
H 15.143 1.541 40.594
H 16.297 1.690 41.887
H 16.761 3.235 38.629
H 15.086 3.543 39.051
H 17.481 5.431 39.351
H 15.718 5.626 41.192
H 14.569 6.081 39.910
H 16.028 7.048 40.299
H 15.160 5.694 37.595
H 16.556 6.531 37.593
*
```